The following is a quantum chemistry calculation of a 2-piece molecular cluster, C16H28N5O5 overall at a distorted geometry, from the Open Molecules 2025 dataset.

Cartesian coordinates (Å):
O 3.21384 -3.31933 1.20120
O -1.24992 -4.41170 2.19396
O -1.46604 1.55663 -1.16443
O -2.48337 5.03495 -5.02915
O -0.08085 4.66840 -6.37663
C 2.78051 -3.80338 2.23632
C -0.75584 -4.38900 3.31681
C -1.00080 -0.92793 2.07359
C -0.45522 3.33369 -2.35307
C 0.78280 3.28790 -2.97329
C 0.20510 -1.48433 2.40926
C 0.40713 -0.59866 0.38836
N -0.84951 -0.36912 0.81498
N -1.39828 -4.81960 4.40917
N 1.73869 5.06138 -4.26501
N 1.47687 -4.04661 2.33150
N 1.07237 -1.27504 1.34337
C 3.67726 -3.98137 3.44363
C -0.64092 2.71577 -0.99750
C -2.73944 -5.40964 4.40431
C -1.65336 3.98200 -3.02045
C 1.01932 3.78950 -4.37149
C -1.28768 4.77775 -4.27828
C -0.30240 3.97799 -5.13734
C 0.52154 -2.24809 3.68513
C 0.64170 -3.78171 3.50971
H -2.15118 1.76415 -1.82968
H -3.04578 5.68508 -4.57171
H -0.94549 4.95232 -6.72949
H -1.90372 -0.93676 2.67432
H 1.62665 2.83829 -2.46061
H 0.80334 -0.30558 -0.58116
H -1.54378 0.16448 0.28517
H -0.92403 -4.75724 5.29624
H 1.70751 5.54248 -5.16797
H 2.70120 4.91806 -3.96595
H 0.97796 -4.13212 1.45395
H 2.00945 -1.67665 1.24887
H 4.71585 -3.87911 3.12832
H 3.53151 -4.97828 3.85723
H 3.45287 -3.22982 4.19639
H -1.12160 3.43697 -0.32767
H 0.31997 2.43742 -0.55279
H -3.48808 -4.64420 4.61796
H -2.96055 -5.85154 3.42889
H -2.80718 -6.19370 5.16128
H -2.37180 3.20233 -3.29129
H -2.14188 4.65750 -2.31100
H 1.62589 3.06290 -4.92476
H -0.81659 5.72558 -3.99117
H -0.73523 2.99422 -5.34777
H 1.46485 -1.86391 4.07690
H -0.24155 -2.02505 4.43354
H 1.08786 -4.22824 4.39931

## Properties
energy above the lowest of the compared OMol25 structures with the same formula, charge and spin = 0.0 kJ/mol
Kohn-Sham gap = 0.323 hartree
maximum force = 3.3 eV Å⁻¹
molecular weight = 370.43 g/mol
multiplicity = 1
total charge = +1
HOMO = -11.12 eV

---

The following is a quantum chemistry calculation of C16H28N7O3S2W as an isolated structure at a distorted geometry, from the Open Molecules 2025 dataset.

Cartesian coordinates (Å):
W 0.33787 -0.04579 0.53395
C -4.75944 2.45714 0.13787
S -4.21397 1.56926 1.61261
C -2.70215 0.81953 1.05553
S -1.20291 1.75474 1.21659
N -2.66265 -0.40404 0.71721
N -1.50519 -1.03987 0.53071
C -0.89907 -1.44388 1.70376
C 0.10247 -2.52340 1.55655
C 0.12431 -3.78434 2.12674
C 1.18337 -4.62645 1.80464
C 2.17021 -4.17886 0.93310
C 2.09678 -2.89022 0.42677
N 1.08822 -2.07004 0.74509
H -5.55761 3.12016 0.46174
H -5.15227 1.74653 -0.58515
H -3.93599 3.03068 -0.26966
H -1.52102 -1.41810 2.60928
H -0.66869 -4.10498 2.78144
H 1.22841 -5.62123 2.21914
H 2.99006 -4.82097 0.65511
H 2.85105 -2.50013 -0.24876
C 0.17157 -2.67876 -3.39603
N -0.05544 -1.25972 -3.60551
C -0.44704 -0.91646 -4.95492
C 0.06440 -0.41612 -2.61297
O 0.43331 -0.79187 -1.45408
C -0.21484 1.08171 -2.77635
O 0.04155 1.71436 -1.52405
C 1.04397 2.72497 -1.47768
C 2.13277 2.28919 -0.50155
O 1.98173 1.16028 0.08124
N 3.16785 3.05718 -0.25285
C 3.37530 4.39124 -0.76969
C 4.18359 2.61692 0.68285
H 0.82917 -3.06238 -4.17300
H -0.77433 -3.21720 -3.45949
H 0.61667 -2.85414 -2.41928
H 0.32016 -1.26401 -5.64913
H -0.58971 0.15018 -5.09096
H -1.37555 -1.42871 -5.21024
H -1.27392 1.25455 -3.01483
H 0.41413 1.50037 -3.56949
H 0.56397 3.64777 -1.12202
H 1.47309 2.90796 -2.46872
H 2.72165 4.63380 -1.59796
H 4.40856 4.48919 -1.09874
H 3.21889 5.11915 0.02868
H 4.11945 1.54043 0.82461
H 4.06749 3.13251 1.63627
H 5.16789 2.86463 0.29075
N 2.14979 -0.63534 2.81403
N 1.25739 0.48151 2.60218
H 2.39898 -0.74798 3.79668
H 3.01873 -0.48710 2.30008
H 1.74088 1.39271 2.72239
H 0.55890 0.46012 3.36162

## Properties
energy above the lowest of the compared OMol25 structures with the same formula, charge and spin = 343.1 kJ/mol
Kohn-Sham gap (spin up / spin down) = 0.190 / 0.190 hartree
maximum force = 2.2 eV Å⁻¹
molecular weight = 614.42 g/mol
multiplicity = 1
total charge = +3
HOMO (spin up / spin down) = -16.48 / -16.48 eV

---

The following is a quantum chemistry calculation of C16H29As2N2ReS7 as an isolated structure at a distorted geometry, from the Open Molecules 2025 dataset.

Cartesian coordinates (Å):
Re -0.61839 -0.02110 0.62299
C -0.12870 1.39160 4.96002
C -0.33860 1.28589 3.46906
S -1.09296 -0.12312 2.86158
C -0.02956 2.32678 2.62228
C 0.54385 3.61733 3.14866
S -0.40449 2.23639 0.95383
H -0.58831 0.55549 5.48432
H -0.55832 2.31840 5.34677
H 0.93733 1.39653 5.20262
H -0.19066 4.13530 3.77111
H 0.82918 4.28775 2.34036
H 1.41968 3.42755 3.77075
S -1.12005 -3.12758 -2.36259
As 0.19577 -4.58851 -1.92599
S 0.73682 -0.69300 -1.10595
S 0.76405 -2.02600 0.50490
S 1.60240 -3.75127 -0.35001
C 3.46571 4.92332 -2.74972
C 2.97908 3.54254 -3.04120
C 2.51311 3.10362 -4.25211
C 2.08105 1.78453 -4.37487
N 2.09157 0.93722 -3.32375
C 2.55107 1.36602 -2.17737
S 2.68022 0.30760 -0.77544
N 2.98220 2.64298 -2.02746
C 1.61024 1.22268 -5.67217
H 3.37209 5.55441 -3.62823
H 4.51496 4.90154 -2.44571
H 2.88698 5.36419 -1.93552
H 2.48501 3.77895 -5.09537
H 3.32791 2.92282 -1.11595
H 1.61756 1.96203 -6.46824
H 0.60408 0.81632 -5.55471
H 2.25774 0.38765 -5.94675
C -4.69748 0.35670 2.02694
C -4.28871 0.72209 0.60300
As -2.89617 -0.38006 -0.15694
C -3.00619 0.01196 -2.05813
C -4.31813 -0.33715 -2.76093
C -3.44114 -2.19157 0.27832
C -4.80745 -2.63822 -0.25177
H -5.38008 1.11192 2.41659
H -3.84671 0.30724 2.70503
H -5.21360 -0.60382 2.06336
H -3.90119 1.73883 0.54775
H -5.13855 0.65297 -0.07247
H -2.16077 -0.49103 -2.52650
H -2.81628 1.08652 -2.10168
H -4.42305 -1.40981 -2.90467
H -4.34262 0.13052 -3.74587
H -5.19164 0.01648 -2.21666
H -3.42552 -2.19715 1.36971
H -2.63934 -2.84155 -0.05916
H -5.57342 -1.86970 -0.14524
H -5.14792 -3.51334 0.30216
H -4.75662 -2.91519 -1.30302

## Properties
energy above the lowest of the compared OMol25 structures with the same formula, charge and spin = 306.1 kJ/mol
Kohn-Sham gap (spin up / spin down) = 0.214 / 0.218 hartree
maximum force = 1.4 eV Å⁻¹
molecular weight = 809.94 g/mol
multiplicity = 1
total charge = +2
HOMO (spin up / spin down) = -12.84 / -13.09 eV

---

The following is a quantum chemistry calculation of a 2-piece molecular cluster, C16H29B2FI2N3O10P overall, from the Open Molecules 2025 dataset.

Cartesian coordinates (Å):
C 1.77231 -2.40509 2.25707
C 3.07605 -2.01765 1.55840
N 3.01783 -0.80918 0.72138
C 2.21643 -0.83818 -0.52346
C 3.01199 -0.01360 -1.54408
C 2.46148 0.55885 -2.87133
C 3.61804 0.77654 -3.87270
I 0.85476 -0.50229 -3.83489
O 1.99523 -2.20186 -0.89981
C 2.68789 -2.81364 -1.92552
I 4.78417 -3.30520 -1.46893
P 1.66871 -4.30343 -2.35707
O 2.69795 -4.91964 -3.47782
O 2.03103 -5.26985 -1.07608
C 0.86315 -0.16841 -0.14039
O -0.03972 -1.16359 0.33075
C -1.40317 -0.99021 0.13692
F -1.68277 -0.66336 -1.19639
C -1.98678 -2.36867 0.40364
O -3.34421 -2.39219 -0.03054
O -3.60685 -3.68932 -0.58804
B -1.96206 0.23124 1.02676
N -2.93721 0.07456 2.12320
O -1.50320 1.46064 0.67470
B 1.24979 0.90050 0.99764
N 1.90966 2.11904 0.59733
O 0.84574 0.70630 2.31526
H 1.13585 -1.53934 2.44354
H 1.20294 -3.13256 1.66692
H 2.00821 -2.87865 3.21647
H 3.45644 -2.88146 1.00409
H 3.83212 -1.79476 2.32310
H 3.97064 -0.55982 0.48124
H 3.31850 0.86665 -0.95909
H 3.94296 -0.55641 -1.75331
H 2.01851 1.53685 -2.66076
H 4.51256 0.22752 -3.56471
H 3.36413 0.43800 -4.88116
H 3.86046 1.84123 -3.94956
H 2.79398 -2.19430 -2.82021
H 2.20486 -5.32736 -4.19175
H 1.28964 -5.28971 -0.46920
H 0.40932 0.37302 -0.97658
H -1.39419 -3.10162 -0.14859
H -1.94248 -2.58328 1.48085
H -4.30391 -3.99188 0.00405
H -2.58786 -0.45318 2.91548
H -3.76298 -0.42167 1.80018
H -1.60872 2.11646 1.38159
H 1.60167 2.50705 -0.28414
H 1.88117 2.85710 1.28897
H 0.48013 1.49440 2.71351
O -2.08503 3.86692 2.05592
C -3.19724 4.25220 1.74530
C -4.33010 3.30239 1.64983
C -5.54451 3.72690 1.31127
C -5.81053 5.15871 1.01793
O -6.91550 5.54645 0.71158
C -4.66580 6.10435 1.11655
C -3.45158 5.68294 1.45690
H -4.09936 2.26560 1.87120
H -6.39450 3.06110 1.23235
H -4.88572 7.14117 0.89661
H -2.60039 6.34670 1.53761

## Properties
energy above the lowest of the compared OMol25 structures with the same formula, charge and spin = 0.0 kJ/mol
Kohn-Sham gap = 0.249 hartree
maximum force = 0.9 eV Å⁻¹
SMILES = CCN[C@@](C[C@@H](C)I)(O[C@@H](I)P(O)O)[C@@H](O[C@@](F)(COO)B(N)O)B(N)O.O=C1C=CC(=O)C=C1
molecular weight = 748.82 g/mol
multiplicity = 1
HOMO = -8.60 eV

---

Number 4 is which compound? C16H29B2FI2N3O10P

---

Number 4 is which compound? C16H29B2FI2N3O10P